Entry 1:
Formula: C25H33MnN3O3
Source: the Open Molecules 2025 dataset
Level of theory: ωB97M-V with the def2-TZVPD basis set

Properties
- Energy above the lowest of the compared OMol25 structures with the same formula, charge and spin: 137.4 kJ/mol
- HOMO-LUMO gap (spin up / spin down): 6.8671 / 7.1313 eV
- Largest force on an atom: 2.6 eV/Å

ORCA input file:
```
! wB97M-V def2-TZVPD RIJCOSX def2/J DEFGRID3
* xyz 1 5
Mn 0.697 -0.225 -0.202
C -1.909 -2.371 -2.263
C -1.726 -1.091 -3.033
C -1.914 -1.042 -4.405
C -1.798 0.154 -5.100
C -1.510 1.323 -4.422
C -1.316 1.322 -3.044
C -1.076 2.624 -2.322
C -1.402 0.102 -2.370
N -1.132 0.065 -0.964
C -2.103 0.060 -0.112
C -3.541 0.108 -0.488
C -1.684 0.011 1.300
C -2.674 0.147 2.403
N -0.419 -0.156 1.470
C 0.148 -0.121 2.779
C 0.371 -1.318 3.463
C 0.036 -2.635 2.818
C 0.921 -1.251 4.735
C 1.254 -0.032 5.303
C 1.059 1.142 4.593
C 0.510 1.117 3.318
C 0.289 2.393 2.545
H -1.951 -3.226 -2.934
H -2.842 -2.351 -1.692
H -1.089 -2.528 -1.565
H -2.170 -1.950 -4.937
H -1.952 0.175 -6.171
H -1.441 2.260 -4.961
H -0.341 3.227 -2.854
H -0.731 2.476 -1.301
H -2.001 3.205 -2.286
H -3.663 0.157 -1.566
H -4.024 0.975 -0.033
H -4.055 -0.780 -0.112
H -3.291 1.037 2.268
H -2.179 0.195 3.369
H -3.344 -0.717 2.395
H 0.407 -2.655 1.792
H -1.045 -2.806 2.802
H 0.503 -3.456 3.356
H 1.104 -2.169 5.278
H 1.685 0.003 6.294
H 1.342 2.091 5.031
H 0.959 3.174 2.897
H -0.736 2.754 2.676
H 0.458 2.249 1.476
N 2.170 -1.083 -4.006
C 2.010 -0.729 -2.735
O 1.198 -1.317 -2.003
C 2.805 0.410 -2.159
C 1.887 1.191 -1.216
H 1.634 -1.850 -4.378
H 2.825 -0.621 -4.611
H 3.231 1.044 -2.938
H 3.624 -0.034 -1.588
H 1.214 1.822 -1.804
H 2.473 1.817 -0.545
C 3.792 0.216 2.027
C 3.059 -1.046 1.601
O 3.316 -2.130 2.061
O 2.132 -0.876 0.676
H 3.901 0.216 3.109
H 3.257 1.105 1.698
H 4.789 0.204 1.585
*
```

Atomic partial charges in e from the natural (NBO) method, atoms 1 to 8: 1.531, -0.635, -0.024, -0.206, -0.186, -0.200, -0.038, -0.644

---

Entry 2:
Formula: C25H33N2O2
Source: the Open Molecules 2025 dataset
Level of theory: ωB97M-V with the def2-TZVPD basis set

Properties
- Energy above the lowest of the compared OMol25 structures with the same formula, charge and spin: 366.9 kJ/mol
- HOMO-LUMO gap: 4.9593 eV
- Largest force on an atom: 4.9 eV/Å

ORCA input file:
```
! wB97M-V def2-TZVPD RIJCOSX def2/J DEFGRID3
* xyz 1 1
C 3.186 1.275 -2.890
N 2.440 1.706 -1.755
C 2.420 3.095 -1.500
C 1.732 3.525 -0.209
C 0.537 2.667 0.136
N -0.477 3.231 0.867
C -0.381 4.640 1.240
C -1.672 5.243 1.801
O -2.844 4.482 1.485
C -2.714 3.142 1.979
C -1.570 2.386 1.314
C 0.537 1.310 -0.178
C 1.531 0.768 -1.147
H 3.844 0.426 -2.640
H 2.544 0.956 -3.733
H 3.809 2.114 -3.235
H 3.469 3.420 -1.495
H 1.952 3.616 -2.358
H 2.461 3.453 0.616
H 1.518 4.585 -0.332
H 0.419 4.788 1.985
H -0.134 5.231 0.346
H -1.578 5.348 2.902
H -1.856 6.220 1.331
H -2.549 3.143 3.077
H -3.679 2.675 1.735
H -1.979 1.849 0.450
H -1.200 1.656 2.046
H 0.137 0.664 0.605
H 1.000 0.275 -1.988
H 2.127 -0.038 -0.665
C -0.099 -6.561 -3.146
O -0.400 -5.296 -3.758
C -0.011 -4.144 -3.168
C -0.722 -2.993 -3.593
C -0.684 -1.867 -2.810
C 0.030 -1.860 -1.589
C -0.374 -0.883 -0.574
C -0.683 -1.399 0.754
C -1.672 -0.728 1.524
C -1.738 -0.881 2.899
C -0.930 -1.837 3.522
C -0.946 -2.000 5.000
C -0.105 -2.656 2.754
C 0.053 -2.433 1.397
C 1.047 -2.849 -1.440
C 0.973 -4.040 -2.149
H -0.641 -7.282 -3.768
H 0.980 -6.751 -3.186
H -0.457 -6.617 -2.109
H -1.367 -3.085 -4.462
H -1.266 -0.990 -3.090
H -1.115 -0.171 -0.958
H -2.356 -0.026 1.031
H -2.402 -0.252 3.501
H -0.494 -2.960 5.261
H -0.388 -1.225 5.539
H -1.973 -1.977 5.368
H 0.456 -3.454 3.249
H 0.777 -3.041 0.850
H 1.880 -2.686 -0.744
H 1.595 -4.909 -1.894
*
```

Atomic partial charges in e from the natural (NBO) method, atoms 1 to 8: -0.394, -0.462, -0.175, -0.469, 0.319, -0.380, -0.241, -0.078

---

Entry 3:
Formula: C25H33N3O3
Source: the Open Molecules 2025 dataset
Level of theory: ωB97M-V with the def2-TZVPD basis set

Properties
- Energy above the lowest of the compared OMol25 structures with the same formula, charge and spin: 174.9 kJ/mol
- HOMO-LUMO gap: 8.5919 eV
- SMILES: CCCCOc1ccc(C(=O)NCC(=O)NC2CCN(Cc3ccccc3)CC2)cc1
- Largest force on an atom: 0.7 eV/Å

ORCA input file:
```
! wB97M-V def2-TZVPD RIJCOSX def2/J DEFGRID3
* xyz 0 1
C -7.042 -1.869 -3.221
C -7.559 -3.136 -2.552
C -6.442 -4.042 -2.034
C -5.661 -3.447 -0.864
O -4.715 -2.525 -1.370
C -3.950 -1.818 -0.509
C -3.079 -0.889 -1.090
C -2.268 -0.106 -0.303
C -2.285 -0.237 1.087
C -1.404 0.648 1.884
O -1.085 1.767 1.500
N -0.971 0.142 3.061
C -0.084 0.872 3.945
C 1.378 0.786 3.460
O 2.226 0.149 4.051
N 1.571 1.479 2.331
C 2.805 1.445 1.572
C 2.979 0.102 0.851
C 1.922 -0.054 -0.249
N 1.887 1.028 -1.208
C 2.768 0.933 -2.356
C 4.252 1.093 -2.116
C 4.847 2.349 -2.162
C 6.198 2.502 -1.909
C 6.979 1.398 -1.613
C 6.402 0.140 -1.583
C 5.050 -0.010 -1.837
C 1.770 2.316 -0.561
C 2.806 2.578 0.546
C -3.150 -1.161 1.662
C -3.978 -1.943 0.878
H -7.872 -1.276 -3.599
H -6.390 -2.121 -4.054
H -6.476 -1.263 -2.520
H -8.153 -3.702 -3.273
H -8.218 -2.868 -1.722
H -6.877 -4.987 -1.702
H -5.738 -4.254 -2.840
H -5.137 -4.248 -0.322
H -6.348 -2.945 -0.169
H -3.068 -0.801 -2.165
H -1.603 0.618 -0.750
H -1.107 -0.837 3.253
H -0.399 1.919 3.954
H -0.155 0.452 4.948
H 0.759 1.904 1.893
H 3.629 1.571 2.287
H 3.980 0.066 0.421
H 2.885 -0.709 1.574
H 0.930 -0.099 0.219
H 2.076 -0.993 -0.787
H 2.438 1.701 -3.065
H 2.583 -0.045 -2.812
H 4.245 3.215 -2.402
H 6.644 3.486 -1.947
H 8.034 1.516 -1.415
H 7.008 -0.728 -1.365
H 4.608 -0.997 -1.822
H 0.762 2.368 -0.133
H 1.843 3.096 -1.322
H 3.804 2.648 0.112
H 2.577 3.525 1.037
H -3.213 -1.256 2.737
H -4.645 -2.642 1.358
*
```

Atomic partial charges in e from the natural (NBO) method, atoms 1 to 8: -0.607, -0.389, -0.413, -0.068, -0.496, 0.326, -0.260, -0.135

---

Entry 4:
Formula: C25H33N4NaO6S
Source: the Open Molecules 2025 dataset
Level of theory: ωB97M-V with the def2-TZVPD basis set

Properties
- Energy above the lowest of the compared OMol25 structures with the same formula, charge and spin: 15.7 kJ/mol
- HOMO-LUMO gap: 7.6900 eV
- Largest force on an atom: 0.5 eV/Å

ORCA input file:
```
! wB97M-V def2-TZVPD RIJCOSX def2/J DEFGRID3
* xyz 0 1
Na -1.147 -0.051 1.526
C -2.430 -2.649 1.837
C -3.691 -1.811 1.828
O -3.361 -0.452 1.580
C -3.767 0.512 2.536
C -2.991 0.451 3.844
O -1.610 0.696 3.620
C -0.740 0.072 4.549
C 0.652 -0.085 3.940
O 0.663 -0.670 2.653
C 0.746 -2.081 2.518
C -0.412 -2.826 3.174
O -1.668 -2.210 2.954
H -1.885 -2.521 0.892
H -2.690 -3.709 1.946
H -4.220 -1.912 2.779
H -4.344 -2.158 1.022
H -4.834 0.405 2.765
H -3.615 1.475 2.045
H -3.108 -0.536 4.304
H -3.404 1.204 4.526
H -1.160 -0.895 4.832
H -0.646 0.683 5.456
H 1.275 -0.656 4.638
H 1.105 0.899 3.805
H 1.692 -2.443 2.938
H 0.781 -2.244 1.440
H -0.282 -2.851 4.259
H -0.413 -3.864 2.824
C 3.018 4.196 -4.489
C 2.015 3.563 -3.566
C 0.984 4.320 -3.004
C 0.056 3.752 -2.156
C 0.146 2.403 -1.839
C 1.160 1.631 -2.386
C 2.086 2.214 -3.247
S -1.032 1.652 -0.727
O -2.315 2.184 -1.137
O -0.603 2.021 0.627
N -0.866 0.097 -0.788
C -1.414 -0.678 -1.791
C -1.842 -0.192 -3.041
C -2.327 -1.085 -3.971
C -2.389 -2.440 -3.662
C -1.958 -2.824 -2.407
N -1.485 -1.985 -1.488
H 2.529 4.685 -5.334
H 3.705 3.449 -4.884
H 3.609 4.955 -3.973
H 0.911 5.375 -3.246
H -0.749 4.346 -1.743
H 1.224 0.579 -2.136
H 2.871 1.602 -3.675
H -1.805 0.863 -3.265
H -2.657 -0.726 -4.938
H -2.760 -3.173 -4.366
H -1.995 -3.870 -2.116
N 2.494 1.019 0.659
C 3.145 0.047 -0.062
C 4.229 0.380 -0.897
C 4.858 -0.626 -1.590
C 4.414 -1.941 -1.448
C 3.350 -2.162 -0.599
N 2.718 -1.207 0.085
H 2.539 1.953 0.284
H 1.564 0.764 0.957
H 4.543 1.412 -0.989
H 5.691 -0.394 -2.243
H 4.875 -2.761 -1.979
H 2.968 -3.169 -0.459
*
```

Atomic partial charges in e from the natural (NBO) method, atoms 1 to 8: 0.846, -0.113, -0.080, -0.558, -0.091, -0.095, -0.561, -0.088

---

Entry 5:
Formula: C25H33N4O4S2
Source: the Open Molecules 2025 dataset
Level of theory: ωB97M-V with the def2-TZVPD basis set

Properties
- Energy above the lowest of the compared OMol25 structures with the same formula, charge and spin: 2241.7 kJ/mol
- HOMO-LUMO gap: 7.5677 eV
- Largest force on an atom: 16.7 eV/Å

ORCA input file:
```
! wB97M-V def2-TZVPD RIJCOSX def2/J DEFGRID3
* xyz 1 1
C -4.242 -5.828 -0.810
C -3.926 -5.338 0.526
H -4.256 -5.994 1.216
H -4.584 -4.437 0.689
O -2.680 -5.328 0.689
C -2.080 -4.171 0.441
C -0.752 -4.207 0.872
C 0.084 -2.992 0.178
C -0.496 -1.908 -0.527
C -1.761 -1.994 -0.746
C -2.635 -2.810 -0.310
H -3.731 -2.902 -0.670
H -2.200 -1.306 -1.400
N 0.468 -0.872 -0.729
C 1.608 -1.229 -0.456
N 2.637 -0.397 -0.348
C 2.603 0.821 -0.455
O 3.504 1.656 -0.656
C 1.336 1.655 -0.278
C 0.587 1.330 1.126
C -0.674 1.817 1.187
C -1.362 2.713 0.485
C -0.633 3.030 -0.813
C 0.559 2.437 -0.967
H 1.119 2.773 -2.315
H -1.050 3.581 -1.581
S -2.864 3.121 0.661
O -2.756 4.887 0.484
O -3.404 2.725 2.024
N -3.666 2.643 -0.593
C -4.184 1.452 -0.469
H -4.269 0.795 -1.506
C -5.570 1.545 0.210
H -5.580 1.234 1.245
H -6.328 0.714 -0.229
C -5.961 3.155 -0.108
H -6.940 3.016 -0.820
H -6.048 3.571 1.029
C -4.886 3.507 -1.026
H -5.188 3.395 -2.004
H -4.563 4.441 -0.745
H -3.643 0.893 0.483
H -1.234 1.594 2.240
H 1.057 0.519 1.770
C 3.915 -0.891 -0.777
H 4.018 -2.047 -1.036
H 4.564 -0.519 -1.493
C 5.056 -1.059 0.584
C 6.230 -0.013 0.227
N 5.803 1.412 0.249
C 6.956 2.073 -0.688
H 6.705 3.124 -0.773
H 7.122 1.658 -1.739
H 7.991 1.843 -0.107
C 5.947 1.937 1.625
H 5.156 1.581 2.349
H 5.467 2.968 1.309
H 6.720 2.018 2.060
H 4.994 1.558 -0.254
H 6.838 -0.467 -0.289
H 6.955 -0.334 1.077
H 5.260 -1.936 0.908
H 4.405 -0.505 1.322
S 1.653 -2.769 0.671
H -0.228 -5.016 1.299
H -3.900 -5.178 -1.590
H -5.344 -6.108 -1.005
H -3.695 -6.636 -0.919
*
```

Atomic partial charges in e from the natural (NBO) method, atoms 1 to 8: -0.613, -0.065, 0.187, 0.159, -0.453, 0.345, -0.280, -0.191

---

Entry 6:
Formula: C25H33N7O4
Source: the Open Molecules 2025 dataset
Level of theory: ωB97M-V with the def2-TZVPD basis set

Properties
- Energy above the lowest of the compared OMol25 structures with the same formula, charge and spin: 13.4 kJ/mol
- HOMO-LUMO gap: 7.2530 eV
- SMILES: [H]/N=c1/c(C(=O)NCCN2CCOCC2)cc2c(=O)n3ccccc3nc2n1CCCN1CCOCC1
- Largest force on an atom: 1.0 eV/Å

ORCA input file:
```
! wB97M-V def2-TZVPD RIJCOSX def2/J DEFGRID3
* xyz 0 1
H -0.709 -2.097 -1.120
N -1.345 -1.315 -1.200
C -0.884 -0.160 -0.915
C -1.728 1.019 -1.015
C -3.191 0.971 -1.342
O -3.885 1.971 -1.234
N -3.661 -0.216 -1.759
C -5.058 -0.438 -2.018
C -5.725 -1.375 -0.988
N -5.778 -0.937 0.387
C -6.357 0.379 0.600
C -6.658 0.527 2.093
O -5.500 0.357 2.879
C -4.908 -0.896 2.629
C -4.550 -1.054 1.150
C -1.206 2.253 -0.794
C 0.157 2.432 -0.466
C 0.707 3.740 -0.284
O 0.138 4.804 -0.394
N 2.106 3.734 0.070
C 2.707 4.935 0.275
C 4.017 5.030 0.612
C 4.774 3.846 0.754
C 4.180 2.640 0.551
C 2.806 2.553 0.198
N 2.267 1.375 0.007
C 0.964 1.298 -0.314
N 0.437 0.059 -0.486
C 1.320 -1.076 -0.278
C 2.024 -1.489 -1.572
C 3.001 -2.637 -1.323
N 3.902 -2.370 -0.217
C 4.849 -1.302 -0.496
C 5.694 -1.045 0.752
O 6.383 -2.201 1.164
C 5.474 -3.245 1.418
C 4.631 -3.562 0.184
H -3.007 -0.999 -1.720
H -5.174 -0.888 -3.010
H -5.547 0.539 -2.013
H -5.212 -2.341 -1.002
H -6.759 -1.533 -1.316
H -7.287 0.455 0.033
H -5.676 1.187 0.289
H -7.031 1.528 2.316
H -7.412 -0.221 2.384
H -4.015 -0.943 3.255
H -5.603 -1.700 2.919
H -4.109 -2.038 0.978
H -3.813 -0.280 0.887
H -1.844 3.122 -0.873
H 2.051 5.784 0.145
H 4.468 5.995 0.769
H 5.817 3.907 1.024
H 4.712 1.709 0.650
H 2.075 -0.779 0.450
H 0.748 -1.908 0.139
H 1.295 -1.807 -2.320
H 2.547 -0.620 -1.972
H 2.432 -3.534 -1.060
H 3.551 -2.850 -2.257
H 4.302 -0.392 -0.745
H 5.515 -1.566 -1.338
H 6.459 -0.292 0.552
H 5.034 -0.699 1.563
H 6.072 -4.109 1.710
H 4.805 -2.964 2.246
H 3.915 -4.351 0.428
H 5.293 -3.922 -0.623
*
```

Atomic partial charges in e from the natural (NBO) method, atoms 1 to 8: 0.353, -0.769, 0.456, -0.226, 0.664, -0.659, -0.630, -0.253

---

Entry 7:
Formula: C25H33NO3S
Source: the Open Molecules 2025 dataset
Level of theory: ωB97M-V with the def2-TZVPD basis set

Properties
- Energy above the lowest of the compared OMol25 structures with the same formula, charge and spin: 1951.9 kJ/mol
- HOMO-LUMO gap: 9.0648 eV
- Largest force on an atom: 16.4 eV/Å

ORCA input file:
```
! wB97M-V def2-TZVPD RIJCOSX def2/J DEFGRID3
* xyz 0 1
C -2.526 -3.891 -0.511
C -3.477 -3.188 0.237
H -3.685 -3.641 1.131
H -4.494 -3.079 -0.368
O -3.147 -2.076 0.524
C -3.335 -0.977 -0.144
O -3.844 -1.139 -1.128
C -2.796 0.438 0.281
C -2.676 1.493 -0.795
C -1.449 1.068 -1.665
N -0.297 1.162 -0.913
C -0.450 -0.021 -0.073
C -1.387 0.032 0.956
H -1.104 1.227 1.611
H -1.474 -0.603 1.679
H 0.551 -0.267 0.650
H -0.558 -1.236 -0.417
C 0.850 0.719 -1.751
C 2.284 0.968 -1.156
C 2.625 1.944 -0.234
C 3.872 1.634 0.135
C 4.279 0.499 0.084
S 3.286 -0.358 -1.022
C 5.642 -0.156 0.486
O 6.229 0.700 1.157
C 7.535 0.018 1.846
C 8.537 -0.173 0.767
C 8.064 -0.609 -0.475
C 6.600 -0.240 -0.768
H 6.285 -0.831 -1.621
H 6.813 0.937 -1.270
H 8.714 -0.734 -1.388
H 7.939 -1.784 -0.154
H 9.426 -0.550 1.138
H 8.690 0.979 0.484
H 7.783 0.820 2.743
H 7.325 -1.032 2.035
H 5.544 -1.235 0.893
H 4.439 2.375 0.862
H 1.996 2.943 -0.128
H 0.914 -0.273 -2.201
H 0.708 1.643 -2.343
H -1.465 1.881 -2.351
H -1.797 0.056 -2.183
H -3.656 1.603 -1.340
H -2.250 2.368 -0.250
C -3.728 0.749 1.509
C -5.078 0.744 0.958
C -5.995 -0.142 0.894
C -7.426 -0.160 0.508
C -7.753 0.960 -0.211
C -6.962 2.087 -0.283
C -5.524 2.094 0.208
H -5.035 2.840 0.356
H -7.244 2.870 -0.590
H -8.730 1.014 -0.377
H -7.936 -1.173 0.455
H -5.735 -1.116 1.545
H -3.731 0.252 2.322
H -3.380 1.836 2.122
H -2.861 -4.959 -0.938
H -2.348 -3.345 -1.423
H -1.597 -3.963 -0.105
*
```

Atomic partial charges in e from the natural (NBO) method, atoms 1 to 8: -0.616, -0.049, 0.170, 0.151, -0.512, 0.817, -0.591, -0.113